No. 1
Density functional theory data (ωB97M-V/def2-TZVPD) for a 2-piece molecular cluster, C25H19N3O2P overall.

Summary:
net charge	-1
HOMO energy	-3.76	eV
molar mass	424.42	g mol⁻¹
E	-44087.6536	eV

Last column: Löwdin charge in e.
CARTESIAN COORDINATES (ANGSTROEM)
C (2.533, -1.780, 4.295)  -0.07
O (2.414, -0.358, 4.525)  -0.10
C (1.421, 0.323, 3.902)  -0.26
C (1.380, 1.731, 4.101)  -0.01
C (0.423, 2.475, 3.446)  -0.03
C (-0.580, 1.853, 2.649)  -0.24
C (-1.591, 2.648, 1.975)  0.05
C (-2.899, 2.242, 1.892)  -0.23
C (-3.925, 3.082, 1.363)  -0.19
N (-4.790, 3.781, 0.993)  0.15
C (-3.392, 1.049, 2.502)  -0.20
N (-3.867, 0.120, 3.041)  0.16
C (-0.527, 0.446, 2.494)  -0.05
C (0.473, -0.312, 3.068)  -0.01
H (3.404, -2.052, 4.897)  0.09
H (1.638, -2.312, 4.640)  0.09
H (2.708, -2.000, 3.234)  0.10
H (2.125, 2.157, 4.773)  0.11
H (0.413, 3.560, 3.567)  0.11
H (-1.317, 3.632, 1.584)  0.14
H (-1.250, -0.056, 1.850)  0.11
H (0.512, -1.394, 2.896)  0.11
C (-1.090, 0.853, -7.567)  -0.11
C (-1.397, -0.270, -6.789)  -0.10
C (-1.643, -0.130, -5.417)  -0.09
C (-1.568, 1.127, -4.797)  -0.26
P (-1.956, 1.394, -3.021)  0.64
C (-3.580, 0.562, -2.854)  -0.27
C (-3.751, -0.556, -2.035)  -0.09
C (-5.007, -1.163, -1.910)  -0.10
C (-6.115, -0.615, -2.571)  -0.11
C (-5.956, 0.528, -3.365)  -0.10
C (-4.694, 1.114, -3.499)  -0.08
C (-0.859, 0.496, -1.976)  -0.31
C (-0.059, 1.012, -0.968)  -0.41
N (0.691, 1.339, -0.117)  0.07
O (-2.060, 2.861, -2.729)  -0.38
C (-1.254, 2.241, -5.586)  -0.08
C (-1.032, 2.115, -6.959)  -0.10
H (-0.908, 0.753, -8.639)  0.09
H (-1.462, -1.257, -7.253)  0.09
H (-1.908, -1.013, -4.831)  0.11
H (-2.891, -0.957, -1.492)  0.09
H (-5.119, -2.059, -1.296)  0.09
H (-7.100, -1.077, -2.470)  0.09
H (-6.813, 0.966, -3.883)  0.10
H (-4.578, 2.011, -4.113)  0.11
H (-0.608, -0.515, -2.310)  0.04
H (-1.205, 3.232, -5.126)  0.10
H (-0.822, 3.005, -7.556)  0.10

***

No. 2
Density functional theory data (ωB97M-V/def2-TZVPD) for a 2-piece molecular cluster, C5H6N2O2 overall.

Summary:
HOMO energy	-9.81	eV
molar mass	126.11	g mol⁻¹
structure (SMILES)	O=C1CCC=N1.N=C=O
E	-12356.4882	eV

Last column: Löwdin charge in e.
CARTESIAN COORDINATES (ANGSTROEM)
C (-0.051, 1.099, -0.345)  -0.48
C (2.294, -0.585, -0.041)  -0.42
C (-0.909, 0.550, 0.856)  -0.07
C (-1.432, -0.786, 0.231)  -0.13
C (-1.147, -0.539, -1.251)  -0.10
N (2.772, 0.148, 0.765)  0.21
N (-0.337, 0.385, -1.513)  0.13
O (0.752, 1.996, -0.248)  0.08
O (1.679, -1.227, -0.773)  0.17
H (-0.368, 0.528, 1.856)  0.13
H (-1.786, 1.269, 0.993)  0.13
H (-0.893, -1.626, 0.488)  0.08
H (-2.471, -0.887, 0.350)  0.09
H (-1.373, -1.293, -1.912)  0.10
H (3.269, 0.968, 0.545)  0.08

***

No. 3
Density functional theory data (ωB97M-V/def2-TZVPD) for C37H55F2N2O30S2 as an isolated structure.

Summary:
net charge	-1
HOMO energy	-6.43	eV
molar mass	1109.96	g mol⁻¹
E	-130775.7746	eV

Last column: Löwdin charge in e.
CARTESIAN COORDINATES (ANGSTROEM)
C (0.844, 2.360, 0.202)  -0.11
C (0.804, 3.893, 0.326)  -0.26
C (-0.482, 4.472, -0.274)  -0.24
S (-1.649, 5.104, 0.944)  0.53
O (-1.042, 5.013, 2.253)  -0.34
O (-2.020, 6.454, 0.589)  -0.34
N (-2.851, 4.006, 0.873)  -0.32
S (-4.235, 4.503, 0.302)  0.54
O (-5.044, 5.218, 1.242)  -0.28
O (-4.270, 5.014, -1.045)  -0.30
N (-4.883, 2.864, 0.071)  -0.01
C (-6.120, 2.925, -0.626)  -0.52
O (-7.024, 3.659, -0.431)  0.18
F (-6.180, 2.020, -1.604)  0.14
C (-5.003, 2.101, 1.267)  -0.51
O (-4.772, 0.938, 1.321)  0.16
F (-5.436, 2.740, 2.341)  0.16
H (1.177, 2.059, -0.791)  0.06
H (-0.144, 1.932, 0.391)  0.07
H (1.519, 1.944, 0.951)  0.06
H (0.935, 4.139, 1.378)  0.09
H (1.678, 4.291, -0.195)  0.10
H (-0.289, 5.227, -1.033)  0.10
H (-1.000, 3.664, -0.791)  0.08
C (3.939, -2.700, -1.371)  -0.01
C (4.390, -1.377, -0.815)  -0.31
C (3.686, -0.962, 0.454)  -0.08
O (3.776, 0.471, 0.389)  0.06
C (3.850, 0.810, -0.920)  -0.57
O (3.751, 1.918, -1.341)  0.15
O (4.040, -0.288, -1.692)  0.09
H (4.303, -2.834, -2.391)  0.09
H (4.308, -3.521, -0.757)  0.07
H (2.846, -2.724, -1.399)  0.06
H (5.479, -1.358, -0.688)  0.15
H (4.160, -1.337, 1.358)  0.12
H (2.631, -1.238, 0.455)  0.13
C (9.042, -3.069, 3.125)  -0.03
C (7.678, -2.742, 2.574)  -0.31
C (6.619, -2.456, 3.610)  -0.08
O (5.418, -2.810, 2.910)  0.05
C (5.747, -3.751, 1.988)  -0.56
O (4.955, -4.371, 1.356)  0.16
O (7.092, -3.871, 1.890)  0.10
H (9.675, -3.479, 2.339)  0.10
H (9.516, -2.179, 3.529)  0.08
H (8.986, -3.815, 3.914)  0.09
H (7.751, -1.924, 1.850)  0.15
H (6.585, -1.414, 3.920)  0.14
H (6.707, -3.095, 4.491)  0.14
C (14.031, -2.405, 0.969)  -0.01
C (13.786, -3.218, 2.216)  -0.32
C (13.286, -4.624, 1.984)  -0.08
O (12.561, -4.887, 3.197)  0.07
C (12.130, -3.698, 3.676)  -0.57
O (11.340, -3.561, 4.552)  0.15
O (12.703, -2.672, 2.994)  0.06
H (14.166, -1.353, 1.219)  0.09
H (14.924, -2.758, 0.453)  0.09
H (13.183, -2.470, 0.285)  0.09
H (14.677, -3.220, 2.850)  0.16
H (14.083, -5.351, 1.849)  0.14
H (12.588, -4.689, 1.147)  0.14
C (0.440, -2.238, -5.699)  -0.02
C (0.342, -2.879, -4.338)  -0.32
C (-1.043, -2.919, -3.739)  -0.08
O (-0.754, -2.943, -2.333)  0.06
C (0.441, -2.331, -2.158)  -0.55
O (0.887, -2.028, -1.096)  0.15
O (1.046, -2.110, -3.344)  0.09
H (1.482, -2.045, -5.954)  0.09
H (0.007, -2.889, -6.458)  0.09
H (-0.081, -1.280, -5.719)  0.09
H (0.789, -3.878, -4.358)  0.16
H (-1.617, -3.796, -4.027)  0.14
H (-1.623, -2.019, -3.955)  0.14
C (-3.232, -1.455, 1.286)  -0.03
C (-2.459, -2.629, 1.833)  -0.32
C (-1.779, -3.493, 0.800)  -0.09
O (-1.711, -4.763, 1.472)  0.06
C (-2.741, -4.809, 2.352)  -0.57
O (-3.080, -5.784, 2.944)  0.15
O (-3.331, -3.594, 2.460)  0.08
H (-3.868, -1.021, 2.056)  0.07
H (-2.551, -0.685, 0.924)  0.09
H (-3.881, -1.763, 0.465)  0.09
H (-1.745, -2.289, 2.589)  0.16
H (-0.784, -3.144, 0.533)  0.12
H (-2.373, -3.617, -0.108)  0.13
C (-9.838, 3.372, -1.131)  -0.03
C (-11.156, 3.099, -1.811)  -0.32
C (-12.343, 2.974, -0.889)  -0.09
O (-13.226, 2.131, -1.649)  0.04
C (-12.451, 1.368, -2.464)  -0.57
O (-12.855, 0.446, -3.096)  0.15
O (-11.172, 1.802, -2.448)  0.09
H (-9.010, 3.226, -1.817)  0.08
H (-9.804, 4.395, -0.760)  0.10
H (-9.683, 2.692, -0.293)  0.09
H (-11.342, 3.847, -2.588)  0.16
H (-12.820, 3.926, -0.667)  0.14
H (-12.101, 2.462, 0.045)  0.14
C (11.909, 2.091, 2.152)  -0.02
C (10.871, 1.285, 1.412)  -0.32
C (10.500, -0.030, 2.053)  -0.10
O (10.066, -0.802, 0.921)  0.05
C (10.725, -0.321, -0.167)  -0.56
O (10.740, -0.847, -1.230)  0.17
O (11.367, 0.834, 0.138)  0.09
H (12.284, 2.897, 1.523)  0.09
H (11.483, 2.522, 3.057)  0.09
H (12.762, 1.469, 2.428)  0.09
H (9.983, 1.895, 1.225)  0.16
H (9.702, 0.058, 2.787)  0.14
H (11.353, -0.539, 2.507)  0.12
C (-16.538, 1.835, -3.063)  -0.02
C (-17.013, 2.938, -2.154)  -0.33
C (-18.348, 2.699, -1.491)  -0.10
O (-18.813, 4.036, -1.263)  0.06
C (-18.248, 4.829, -2.211)  -0.56
O (-18.555, 5.957, -2.416)  0.16
O (-17.290, 4.148, -2.888)  0.09
H (-15.697, 2.174, -3.666)  0.09
H (-16.220, 0.971, -2.482)  0.09
H (-17.327, 1.525, -3.751)  0.09
H (-16.244, 3.170, -1.413)  0.16
H (-18.273, 2.155, -0.552)  0.14
H (-19.060, 2.194, -2.148)  0.14

***

No. 4
Density functional theory data (ωB97M-V/def2-TZVPD) for a 2-piece molecular cluster, C26H26BI2N2O5 overall.

Summary:
net charge	+1
HOMO energy	-11.28	eV
molar mass	711.12	g mol⁻¹
E	-57475.5064	eV

Last column: Löwdin charge in e.
CARTESIAN COORDINATES (ANGSTROEM)
C (0.967, 1.062, -0.504)  -0.08
C (1.651, 2.079, -1.460)  -0.11
B (0.650, 2.603, -2.547)  -0.46
O (0.663, 3.888, -2.959)  0.21
N (-0.346, 1.681, -3.180)  0.15
C (-0.034, 0.416, -3.591)  -0.01
C (-1.131, -0.129, -4.141)  -0.28
C (-1.467, -1.413, -4.723)  -0.64
I (-3.563, -1.809, -4.690)  1.04
C (-0.680, -2.332, -5.280)  -0.78
C (-1.187, -3.607, -5.852)  -0.22
I (1.393, -2.038, -5.455)  1.02
N (-2.092, 0.846, -4.018)  0.15
C (-1.624, 1.929, -3.432)  -0.19
C (-2.406, 3.148, -3.128)  -0.01
C (-3.839, 2.757, -2.744)  -0.19
O (-4.283, 3.632, -1.723)  -0.01
C (-5.315, 3.111, -0.946)  -0.48
C (-6.509, 2.544, -1.663)  0.02
O (-5.226, 3.155, 0.252)  0.15
H (1.186, 1.322, 0.522)  0.07
H (-0.109, 1.039, -0.628)  0.07
H (1.337, 0.056, -0.645)  0.07
H (2.117, 2.903, -0.938)  0.11
H (2.450, 1.564, -1.998)  0.11
H (1.567, 4.194, -3.082)  0.13
H (0.915, -0.053, -3.479)  0.07
H (-1.815, -3.436, -6.718)  0.08
H (-1.784, -4.137, -5.119)  0.06
H (-0.364, -4.263, -6.092)  0.05
H (-3.048, 0.763, -4.330)  0.08
H (-1.973, 3.596, -2.244)  0.14
H (-2.437, 3.833, -3.963)  0.15
H (-3.873, 1.734, -2.371)  0.13
H (-4.495, 2.780, -3.613)  0.13
H (-6.503, 2.779, -2.719)  0.08
H (-7.412, 2.961, -1.247)  0.10
H (-6.470, 1.468, -1.545)  0.10
C (4.617, -3.345, 1.903)  -0.06
C (5.172, -3.974, 3.012)  -0.05
C (4.720, -3.667, 4.284)  0.00
C (3.718, -2.722, 4.454)  -0.08
C (3.174, -2.074, 3.342)  -0.08
C (3.622, -2.397, 2.067)  -0.01
C (2.130, -1.025, 3.505)  -0.27
O (1.653, -0.465, 2.536)  0.08
C (1.691, -0.674, 4.882)  -0.08
C (0.757, 0.338, 5.062)  -0.01
C (0.329, 0.667, 6.336)  -0.05
C (0.826, -0.020, 7.438)  -0.05
C (1.760, -1.027, 7.267)  0.00
C (2.202, -1.352, 5.992)  -0.08
C (3.231, -2.417, 5.829)  -0.28
O (3.665, -3.016, 6.788)  0.12
H (4.967, -3.593, 0.909)  0.11
H (5.958, -4.707, 2.882)  0.11
H (5.145, -4.158, 5.148)  0.12
H (3.192, -1.903, 1.208)  0.11
H (0.369, 0.869, 4.203)  0.12
H (-0.395, 1.459, 6.474)  0.11
H (0.485, 0.234, 8.433)  0.11
H (2.151, -1.560, 8.122)  0.12